(1)
Molecular formula: CH4O2
Method: DFT, ωB97M-V/def2-TZVPD

Output
gap between HOMO and LUMO	10.68	eV
ΔE to the lowest compared entry with this formula, charge and spin	15.9	kcal/mol
structure (SMILES)	C=O.O

Geometry as ORCA input:
```
! wB97M-V def2-TZVPD RIJCOSX def2/J DEFGRID3
* xyz 0 1
O 1.17805 0.29708 -1.32700
C 0.29027 0.95830 -0.94501
H -0.23327 1.66334 -1.75122
H 0.25397 1.32329 0.09381
H -1.49284 -0.33785 2.17034
H -1.42105 -1.53908 1.05848
O -1.03411 -1.15451 1.83933
*
```

=====

(2)
Molecular formula: CH4O2S
Method: DFT, ωB97M-V/def2-TZVPD

Output
gap between HOMO and LUMO	9.66	eV
ΔE to the lowest compared entry with this formula, charge and spin	27.5	kcal/mol
structure (SMILES)	OC=S.O

Geometry as ORCA input:
```
! wB97M-V def2-TZVPD RIJCOSX def2/J DEFGRID3
* xyz 0 1
C 0.65700 0.69022 0.56311
O 0.04016 1.64139 0.01817
O -1.15546 -1.10478 -0.28805
S 1.82067 -0.24313 -0.06708
H 0.15285 0.43331 1.59668
H 0.50932 1.81369 -0.98824
H -1.59143 -1.66113 -0.94016
H -0.43310 -1.56957 0.10558
*
```

=====

(3)
Molecular formula: CH4O2S
Method: DFT, ωB97M-V/def2-TZVPD

Output
gap between HOMO and LUMO	10.11	eV
ΔE to the lowest compared entry with this formula, charge and spin	8.2	kcal/mol
structure (SMILES)	O=CO.S

Geometry as ORCA input:
```
! wB97M-V def2-TZVPD RIJCOSX def2/J DEFGRID3
* xyz 0 1
S 0.86924 -2.37695 -0.74607
H -0.05645 -2.79185 0.13907
H 1.72308 -2.08629 0.25003
O 0.45085 1.35263 0.42240
C -0.67705 1.51437 0.75057
O -1.47069 2.45524 0.20808
H -1.18029 0.94670 1.55202
H -2.18434 2.69014 0.82716
*
```

=====

(4)
Molecular formula: CH4O3
Method: DFT, ωB97M-V/def2-TZVPD

Output
gap between HOMO and LUMO	11.16	eV
ΔE to the lowest compared entry with this formula, charge and spin	7.8	kcal/mol
structure (SMILES)	O=CO.O

Geometry as ORCA input:
```
! wB97M-V def2-TZVPD RIJCOSX def2/J DEFGRID3
* xyz 0 1
O 1.69505 -0.18770 -0.64653
C 0.76869 -0.90621 -0.86601
O -0.51910 -0.58800 -0.63452
H 0.90251 -1.91770 -1.29311
H -0.56206 -0.12732 0.22262
H -0.99732 2.15493 1.64891
H -2.17973 1.32884 2.22942
O -1.37748 1.27408 1.70031
*
```

=====

(5)
Molecular formula: CH4O3S
Method: DFT, ωB97M-V/def2-TZVPD

Output
gap between HOMO and LUMO (spin up / spin down)	9.16 / 6.58	eV
ΔE to the lowest compared entry with this formula, charge and spin	88.7	kcal/mol

Geometry as ORCA input:
```
! wB97M-V def2-TZVPD RIJCOSX def2/J DEFGRID3
* xyz 0 3
C -0.74401 -0.63107 1.43935
O 1.73274 0.91491 -1.71118
O 0.34356 1.02563 -1.51902
O -0.33109 -0.04028 -1.76187
S -0.52952 -1.67652 0.01982
H -1.57027 -0.01923 1.15048
H 0.14916 -0.12314 1.54614
H -1.21065 -1.22703 2.28787
H 2.16009 1.77673 -1.45160
*
```

=====

(6)
Molecular formula: CH4O3S2
Method: DFT, ωB97M-V/def2-TZVPD

Output
gap between HOMO and LUMO (spin up / spin down)	6.95 / 6.96	eV
ΔE to the lowest compared entry with this formula, charge and spin	54.9	kcal/mol

Geometry as ORCA input:
```
! wB97M-V def2-TZVPD RIJCOSX def2/J DEFGRID3
* xyz 0 1
C 1.12995 -0.49469 0.28797
O -1.11237 -0.28870 -1.61713
O -1.28268 -1.39160 1.06109
O -0.98748 1.07689 0.86783
S -0.20515 2.34811 0.01996
S -0.67885 -0.33867 0.32758
H 1.40706 -0.88123 1.26015
H 1.36790 -1.18367 -0.51150
H 1.51931 0.50148 0.10071
H -1.15768 0.65208 -1.79667
*
```

=====

(7)
Molecular formula: CH4OP2
Method: DFT, ωB97M-V/def2-TZVPD

Output
gap between HOMO and LUMO	9.17	eV
ΔE to the lowest compared entry with this formula, charge and spin	32.8	kcal/mol
structure (SMILES)	O=C(P)P

Geometry as ORCA input:
```
! wB97M-V def2-TZVPD RIJCOSX def2/J DEFGRID3
* xyz 0 1
C 0.14223 -0.34788 -0.63845
O 0.03617 -1.39915 -1.11581
P -1.37692 0.55192 0.32450
P 1.81154 0.46048 -0.38330
H -2.53167 0.09150 -0.57699
H -1.38286 -0.64783 1.25679
H 2.00180 -0.20967 0.76631
H 1.29970 1.50063 0.36695
*
```

=====

(8)
Molecular formula: CH4OS
Method: DFT, ωB97M-V/def2-TZVPD

Output
gap between HOMO and LUMO	10.30	eV
ΔE to the lowest compared entry with this formula, charge and spin	11.3	kcal/mol
structure (SMILES)	C=O.S

Geometry as ORCA input:
```
! wB97M-V def2-TZVPD RIJCOSX def2/J DEFGRID3
* xyz 0 1
S 0.62457 -1.79026 0.54440
H 0.48061 -3.09764 0.80142
H -0.65654 -1.69419 0.17243
O -1.18475 1.08315 -0.34407
C -0.11237 1.61465 -0.26887
H 0.03052 2.71351 -0.22641
H 0.81795 1.17078 -0.67892
*
```

=====

Q: ΔE to the lowest compared entry with this formula, charge and spin of number 8 (CH4OS)?
A: 11.3 kcal/mol

=====

Q: Number 6 is which compound?
A: CH4O3S2

=====

Q: What is the ΔE to the lowest compared entry with this formula, charge and spin in the sixth record?
A: 54.9 kcal/mol

=====

Q: ΔE to the lowest compared entry with this formula, charge and spin of number 6 (CH4O3S2)?
A: 54.9 kcal/mol